C24H46Cl2N5O6PS2 | ωB97M-V/def2-TZVPD

Geometry as ORCA input:
```
! RIJCOSX wB97M-V def2-TZVPD def2/J DEFGRID3
* xyz 0 1
C -4.195 -0.774 -1.069
C -3.263 -1.020 -0.153
C -2.231 -2.097 -0.298
C -1.010 -1.618 -1.176
S -1.470 -2.147 -2.901
N -1.044 -0.063 -1.138
Cl -1.237 0.483 -2.741
C -0.246 0.533 -0.262
N 0.151 1.810 -0.273
C -0.317 2.799 -1.307
C -0.052 4.275 -0.955
O -0.511 5.154 -1.922
C -1.932 5.184 -2.050
C -2.664 5.648 -0.803
P 1.237 2.479 0.964
S 0.365 3.408 2.410
N 0.182 -0.205 0.885
C -0.838 -0.074 1.940
O -0.210 0.075 3.163
C -1.071 -0.263 4.248
C -0.336 0.124 5.510
C 0.661 -0.955 5.956
C 0.733 -1.554 0.670
Cl 0.342 -2.616 2.071
C 2.275 -1.426 0.742
C 2.812 -1.038 2.145
C 3.545 -2.185 2.828
C 4.865 -2.546 2.152
O 4.801 -3.725 1.354
C 0.349 -2.238 -0.729
N 0.008 -3.615 -0.436
N 1.478 -2.207 -1.635
C 1.730 -0.980 -2.406
C 1.721 -3.348 -2.501
C 2.723 -4.364 -1.981
O 1.252 -3.488 -3.600
H -4.548 0.239 -1.160
H -4.617 -1.569 -1.660
H -3.271 -0.420 0.745
H -2.712 -2.921 -0.799
H -1.917 -2.469 0.669
H -1.830 -3.410 -2.604
H 0.123 2.611 -2.276
H -1.386 2.675 -1.411
H 1.022 4.421 -0.953
H -0.397 4.556 0.035
H -2.137 5.888 -2.839
H -2.352 4.256 -2.418
H -2.182 6.481 -0.306
H -2.868 4.813 -0.138
H -3.631 6.002 -1.137
H 2.121 3.306 0.267
H 2.025 1.447 1.452
H -1.587 -0.858 1.965
H -1.386 0.854 1.745
H -2.013 0.272 4.141
H -1.206 -1.344 4.262
H -1.022 0.390 6.303
H 0.246 1.008 5.284
H 1.683 -0.630 5.823
H 0.533 -1.165 7.011
H 0.535 -1.879 5.403
H 2.586 -0.647 0.057
H 2.732 -2.373 0.512
H 2.056 -0.589 2.779
H 3.570 -0.274 1.983
H 3.736 -1.943 3.866
H 2.928 -3.078 2.843
H 5.592 -2.751 2.932
H 5.268 -1.735 1.552
H 3.920 -4.103 1.405
H -0.521 -4.029 -1.190
H 0.816 -4.161 -0.183
H 1.069 -0.917 -3.262
H 1.737 -0.075 -1.811
H 2.725 -1.061 -2.832
H 3.433 -3.939 -1.285
H 3.193 -4.815 -2.841
H 2.144 -5.155 -1.516
C -2.929 2.546 -5.159
C -3.706 3.852 -5.489
O -3.805 4.682 -4.555
O -4.147 3.912 -6.647
H -2.557 2.542 -4.128
H -3.591 1.688 -5.298
H -2.079 2.444 -5.838
*
```

As for the HOMO-LUMO gap: 0.166 Eh. The HOMO energy comes out at -6.24 eV. Its LUMO energy is -1.7 eV.